[1]
A cluster of 2 separate species, C4H9N3O in total in a non-equilibrium geometry, computed with wB97M-V/def2-TZVPD.

Structure (XYZ):
```
17
Properties=species:S:1:pos:R:3:nbo_charge:R:1
C 1.27960 1.92537 -0.65852 -0.45
C -0.25369 -0.49761 -0.18238 0.32
C -1.69692 -0.61671 -0.78965 -0.28
C -2.50772 -1.47478 -0.08039 -0.40
H 0.21305 1.97091 -0.29275 0.24
H 2.14557 2.39111 -0.17682 0.21
H 1.47793 2.01672 -1.86039 0.20
H 2.44030 0.26046 -1.03851 0.36
H -0.99790 -0.37162 1.55434 0.37
H 1.44057 0.12379 1.18843 0.48
H -2.10460 -0.03356 -1.85142 0.27
H -3.51911 -1.47732 -0.71108 0.22
H -2.16558 -2.56457 1.10033 0.23
N 1.68913 0.44303 -0.42159 -0.52
N 0.54925 -0.12050 -1.10116 -0.34
N -0.30894 -0.01059 1.04919 -0.33
O 0.82950 -0.06464 1.95855 -0.58
```

Its net charge is 0.

[2]
A structure of composition C4H9N3O in a non-equilibrium geometry, computed with wB97M-V/def2-TZVPD.

Structure (XYZ):
```
17
Properties=species:S:1:pos:R:3:nbo_charge:R:1
C 0.28734 1.58268 0.04895 -0.65
N -0.65385 -1.24638 0.87065 0.12
C 1.24525 0.24249 0.06484 0.29
C 1.19017 -0.09823 -1.19758 0.01
N -0.43373 -0.93613 2.08688 -0.50
N -1.81164 -0.94370 0.31151 -0.57
C 0.85829 -0.54163 -2.38411 -0.55
O 1.85383 -0.08056 1.16569 -0.73
H -1.11026 -0.27517 2.50982 0.31
H -1.78764 -1.00789 -0.69815 0.41
H 0.92195 -0.48984 1.95359 0.48
H -2.44863 -0.28356 0.76913 0.36
H -0.31448 1.77542 -0.83138 0.22
H 0.95718 2.41810 0.22525 0.22
H -0.36062 1.45502 0.91662 0.16
H 0.41457 -1.52066 -2.52246 0.20
H 1.19227 -0.04997 -3.28923 0.20
```

Its net charge is 0.

[3]
The molecule C4H9N3O in a non-equilibrium geometry, computed with wB97M-V/def2-TZVPD.

Structure (XYZ):
```
17
Properties=species:S:1:pos:R:3:nbo_charge:R:1
C 2.75267 0.35168 0.59867 -0.61
C 1.53098 0.70025 -0.28456 -0.07
O 0.49259 -0.26341 -0.03684 -0.55
C -0.75952 -0.06388 -0.63057 0.19
C -1.70683 -1.16713 0.00943 -0.27
N -2.85055 -0.31963 0.36610 -0.44
N -2.55182 0.98296 0.26554 0.06
N -1.46940 1.20518 -0.28261 -0.26
H 2.41151 0.62057 1.51967 0.21
H 3.16316 -0.71468 0.38624 0.23
H 3.61980 1.09850 0.19936 0.21
H 1.71216 0.52474 -1.30321 0.15
H 1.03835 1.60784 -0.19937 0.19
H -0.57494 -0.22182 -1.65828 0.17
H -1.93108 -1.88953 -0.65338 0.19
H -1.31300 -1.73369 0.80630 0.21
H -3.56409 -0.71795 0.89751 0.39
```

Its net charge is 0. The SMILES is CCO[C@H]1CNN=N1.

[4]
The molecule C4H9N3O in a non-equilibrium geometry, computed with wB97M-V/def2-TZVPD.

Structure (XYZ):
```
17
Properties=species:S:1:pos:R:3:nbo_charge:R:1
N -1.53432 1.14477 -0.80791 -0.85
C -0.15858 1.17854 -0.79054 0.72
O 0.56896 2.06981 -1.16124 -0.62
C 0.34638 -0.57739 -0.98027 -0.19
N -0.77215 -1.47364 -0.87108 -0.86
C 1.10865 -0.32967 0.20993 0.02
C 0.32464 0.52318 1.57489 -0.34
N 0.76648 -0.87966 1.48092 -0.64
H -1.98704 1.91150 -0.33050 0.38
H -1.93146 0.21363 -0.69603 0.42
H 0.88945 -0.58048 -1.91855 0.22
H -0.88518 -2.04078 -1.70153 0.38
H -0.67889 -2.05967 -0.04406 0.39
H 2.06890 0.15415 0.06221 0.23
H 1.00840 1.20791 2.06760 0.19
H -0.71921 0.61737 1.85407 0.20
H 1.58497 -1.07957 2.05210 0.36
```

Its net charge is 0. The SMILES is NC(=O)[C@H](N)[C@H]1CN1.

[5]
A cluster of 2 separate species, C4H9N3O in total in a non-equilibrium geometry, computed with wB97M-V/def2-TZVPD.

Structure (XYZ):
```
17
Properties=species:S:1:pos:R:3:nbo_charge:R:1
C 0.63475 -1.88230 -0.39582 -0.31
C 1.28017 -1.42407 0.89386 -0.26
N 0.39327 -0.33411 1.31240 -0.46
N -0.78932 -0.57715 0.74170 0.04
N -0.75619 -1.37069 -0.20343 -0.25
H 0.58036 -2.87255 -0.40451 0.21
H 1.19990 -1.51246 -1.27162 0.21
H 1.31125 -2.23483 1.72264 0.19
H 2.34892 -1.00495 0.78961 0.22
H 0.25050 0.23794 2.14513 0.41
C -0.80414 2.03728 -0.97359 -0.55
C -1.95163 2.18696 -0.37034 0.16
O -2.83638 1.16024 -0.05892 -0.70
H -0.61218 1.03341 -1.26566 0.20
H -0.17590 2.92916 -1.21605 0.22
H -2.31874 3.27870 -0.05027 0.18
H -2.72589 0.36884 -0.55878 0.49
```

Its net charge is 0. The SMILES is C1CNN=N1.C=CO.

[6]
A cluster of 4 separate species, C4H9N3O in total in a non-equilibrium geometry, computed with wB97M-V/def2-TZVPD.

Structure (XYZ):
```
17
Properties=species:S:1:pos:R:3:nbo_charge:R:1
C 1.80139 1.70263 0.50273 -0.50
C 0.25427 -0.78398 -0.04134 0.53
C -0.58344 -2.08831 0.18476 -0.66
C -2.79351 0.63257 -0.67332 -0.15
H 3.20790 2.20145 1.02531 0.20
H 1.22079 2.63832 -0.72726 0.22
H 0.53647 1.17606 1.54236 0.25
H 3.28224 0.35316 -0.10988 0.34
H 0.05428 -3.00058 0.65783 0.23
H -1.20597 -1.84292 0.93419 0.23
H -1.12964 -2.50818 -0.74517 0.24
H -2.25375 1.34890 -1.26884 0.18
H -3.83704 0.24107 -0.84445 0.23
N 2.40918 0.48880 -0.36841 -0.48
N 1.50888 -0.71135 0.17119 -0.35
N -1.88115 -0.11262 -0.06927 -0.12
O -0.59092 0.26496 -0.17044 -0.38
```

Its net charge is 0.

For each record above, in turn, the calculated energy above the lowest of the compared OMol25 structures with the same formula, charge and spin values are 942.04; 619.31; 388.85; 381.09; 410.93; 1346.50 kJ/mol.
For each record above, in turn, the calculated molecular weight values are 115.14; 115.14; 115.14; 115.14; 115.14; 115.14 u.